No. 1
This record from OMol25 describes a structure of composition C20H32AsBF4N5OSV. The level of theory is ωB97M-V with the def2-TZVPD basis set.

```
! wB97M-V def2-TZVPD RIJCOSX def2/J DEFGRID3
* xyz 2 3
V 0.226 -0.250 0.496
C 4.030 -2.026 -0.656
C 3.988 -1.316 0.694
As 2.861 0.275 0.749
C 3.638 1.576 -0.489
C 3.565 1.196 -1.967
C 3.241 1.053 2.497
C 4.703 1.422 2.721
H 4.419 -3.037 -0.535
H 4.684 -1.509 -1.356
H 3.040 -2.107 -1.105
H 4.988 -1.024 1.017
H 3.581 -1.966 1.473
H 4.673 1.734 -0.185
H 3.120 2.518 -0.284
H 4.325 0.462 -2.224
H 3.734 2.071 -2.594
H 2.602 0.764 -2.249
H 2.898 0.325 3.232
H 2.592 1.925 2.595
H 5.359 0.555 2.646
H 4.825 1.836 3.722
H 5.048 2.177 2.016
N 0.133 1.206 -1.045
H 0.856 1.915 -0.945
H -0.767 1.674 -0.949
H 0.180 0.870 -2.005
N -4.582 0.145 2.648
C -5.024 -0.139 1.426
N -6.328 -0.179 1.183
N -4.219 -0.398 0.386
C -2.953 -0.424 0.442
N -1.787 -0.463 0.341
H -5.223 0.351 3.396
H -3.595 0.201 2.852
H -7.017 0.027 1.885
H -6.636 -0.382 0.247
O 0.786 -2.072 0.178
S 0.508 -3.273 1.148
C -1.119 -3.820 0.734
C -1.902 -4.246 1.798
C -3.188 -4.702 1.540
C -3.671 -4.705 0.241
C -2.881 -4.253 -0.813
C -1.594 -3.809 -0.573
C 1.587 -4.526 0.539
C 2.294 -5.231 1.503
C 3.147 -6.248 1.096
C 3.288 -6.529 -0.254
C 2.584 -5.801 -1.211
C 1.723 -4.794 -0.820
H -1.512 -4.228 2.808
H -3.806 -5.055 2.354
H -4.672 -5.063 0.042
H -3.270 -4.257 -1.822
H -0.975 -3.449 -1.384
H 2.179 -4.993 2.554
H 3.702 -6.812 1.833
H 3.956 -7.319 -0.569
H 2.707 -6.027 -2.261
H 1.180 -4.217 -1.556
F 0.028 1.300 1.733
B -0.169 0.561 3.067
F -1.512 0.366 3.219
F 0.462 1.209 4.038
F 0.446 -0.687 2.658
*
```

**HOMO level (spin up / spin down)**: -14.67 / -14.69 eV
**E**: -5132.42836 hartree
**Orbital gap (spin up / spin down)**: 7.9 / 8.9 eV
**Relative energy (zero: lowest compared OMol25 entry of this formula, charge and spin)**: 13.4 kcal per mole
**<S²>**: 2.015

These are the Löwdin partial charges, in e, on atoms 1 to 2:
1 V 0.9115
2 C -0.1478

No. 2
This record from OMol25 describes the molecule C2H5NO at a distorted geometry. The level of theory is ωB97M-V with the def2-TZVPD basis set.

```
! wB97M-V def2-TZVPD RIJCOSX def2/J DEFGRID3
* xyz 0 1
C -1.096 0.058 0.423
N 0.088 0.236 -0.485
C 1.307 -0.253 -0.181
O 1.528 -1.118 0.644
H -0.755 -0.194 1.440
H -1.615 1.038 0.512
H -1.271 -0.750 -0.293
H -0.080 0.745 -1.339
H 2.095 0.306 -0.707
*
```

**SMILES**: CNC=O
**HOMO level**: -9.52 eV
**E**: -209.15505 hartree
**Orbital gap**: 10.4 eV
**Relative energy (zero: lowest compared OMol25 entry of this formula, charge and spin)**: 42.2 kcal per mole

These are the Löwdin partial charges, in e, on atoms 1 to 2:
1 C -0.0429
2 N -0.0744

No. 3
This record from OMol25 describes a cluster of 5 separate species, C17H48N6O5 in total at a distorted geometry. The level of theory is ωB97M-V with the def2-TZVPD basis set.

```
! wB97M-V def2-TZVPD RIJCOSX def2/J DEFGRID3
* xyz 1 2
C -0.496 -0.203 0.411
O 0.553 0.424 0.409
N -0.783 -1.146 1.263
N -1.480 0.019 -0.360
H -0.088 -1.287 1.983
H -1.753 -1.406 1.374
H -2.325 -0.466 -0.094
H -1.528 0.676 -1.125
C -1.446 4.515 -4.437
C -2.391 3.369 -3.888
C -2.524 3.212 -2.378
O -1.442 2.483 -1.706
C -0.154 3.073 -1.642
N -3.649 3.540 -4.665
H -1.768 5.504 -4.113
H -1.280 4.499 -5.515
H -0.470 4.397 -3.966
H -1.824 2.498 -4.217
H -3.461 2.692 -2.177
H -2.683 4.201 -1.949
H 0.346 2.736 -0.734
H -0.178 4.153 -1.498
H 0.469 2.719 -2.464
H -4.149 4.264 -4.167
H -3.250 4.014 -5.462
C 4.194 -1.730 3.351
C 2.844 -2.471 3.205
C 1.846 -1.900 4.288
O 0.591 -2.453 3.974
C -0.582 -1.961 4.668
N 2.513 -2.239 1.836
H 4.448 -1.754 4.410
H 4.010 -0.682 3.117
H 5.048 -2.144 2.814
H 3.063 -3.523 3.389
H 1.810 -0.811 4.250
H 2.122 -2.169 5.308
H -1.334 -2.720 4.452
H -0.898 -0.954 4.397
H -0.305 -1.822 5.713
H 2.142 -1.300 1.800
H 1.773 -2.814 1.460
C -1.711 -4.253 -0.636
C -2.916 -4.224 0.238
C -2.761 -4.485 1.719
O -4.047 -4.580 2.333
C -4.163 -5.186 3.641
N -3.508 -2.896 0.058
H -1.101 -5.037 -0.188
H -1.014 -3.415 -0.642
H -1.926 -4.416 -1.692
H -3.703 -4.891 -0.114
H -2.130 -3.817 2.304
H -2.261 -5.449 1.812
H -3.617 -4.667 4.430
H -3.737 -6.189 3.674
H -5.224 -5.199 3.890
H -4.354 -2.976 0.603
H -3.835 -2.680 -0.873
C 4.037 0.971 -0.559
C 3.389 1.911 -1.602
C 3.439 3.451 -1.439
O 2.576 4.054 -2.509
C 2.590 5.379 -2.862
N 3.816 1.570 -2.968
H 3.558 1.320 0.356
H 5.110 1.159 -0.506
H 3.753 -0.069 -0.717
H 2.336 1.658 -1.478
H 4.454 3.792 -1.238
H 2.966 3.753 -0.504
H 3.491 5.645 -3.414
H 2.506 5.857 -1.886
H 1.671 5.531 -3.428
H 3.125 1.038 -3.478
H 3.661 2.307 -3.641
*
```

**HOMO level (spin up / spin down)**: -11.22 / -11.08 eV
**E**: -1380.77871 hartree
**Orbital gap (spin up / spin down)**: 9.2 / 2.6 eV
**<S²>**: 0.758

These are the Löwdin partial charges, in e, on atoms 1 to 2:
1 C -0.7402
2 O 0.0992

No. 4
This record from OMol25 describes a structure of composition C4H8O2Sr at a distorted geometry. The level of theory is ωB97M-V with the def2-TZVPD basis set.

```
! wB97M-V def2-TZVPD RIJCOSX def2/J DEFGRID3
* xyz 1 2
H 1.520 -1.327 3.356
C 0.256 0.160 2.547
C 0.950 -0.993 2.473
O 0.950 -1.856 1.472
Sr 0.552 -2.089 -0.704
H -0.559 0.366 1.845
H 0.451 0.854 3.366
O 0.033 -0.561 -2.360
C -0.149 0.820 -1.959
C -1.345 0.882 -1.088
H 0.302 -0.650 -3.281
H -0.289 1.422 -2.872
H 0.755 1.161 -1.439
H -1.774 -0.036 -0.689
H -1.651 1.846 -0.668
*
```

**HOMO level (spin up / spin down)**: -10.78 / -10.78 eV
**E**: -338.09330 hartree
**Orbital gap (spin up / spin down)**: 6.0 / 5.9 eV
**<S²>**: 0.754

These are the Löwdin partial charges, in e, on atoms 1 to 2:
1 H 0.1074
2 C -0.0246

No. 5
This record from OMol25 describes the ion C3H7N2O with charge +1 at a distorted geometry. The level of theory is ωB97M-V with the def2-TZVPD basis set.

```
! wB97M-V def2-TZVPD RIJCOSX def2/J DEFGRID3
* xyz 1 1
C -2.402 -1.031 0.196
C -0.567 0.532 -0.395
C 1.920 0.784 -0.003
N 0.815 0.082 -0.030
N -1.339 -0.767 -0.452
O 3.074 0.289 0.302
H -2.847 -2.039 0.240
H -2.999 -0.211 0.854
H -0.972 1.349 0.241
H -0.648 0.771 -1.385
H 2.189 1.649 -0.578
H 0.716 -0.814 0.325
H 3.060 -0.596 0.685
*
```

**SMILES**: C=NC/[NH+]=C/O
**HOMO level**: -14.15 eV
**E**: -302.93135 hartree
**Orbital gap**: 9.4 eV
**Relative energy (zero: lowest compared OMol25 entry of this formula, charge and spin)**: 68.2 kcal per mole

These are the Löwdin partial charges, in e, on atoms 1 to 2:
1 C -0.0153
2 C -0.1276

No. 6
This record from OMol25 describes a cluster of 7 separate species, C25H46BFN8O3P in total at a distorted geometry. The level of theory is ωB97M-V with the def2-TZVPD basis set.

```
! wB97M-V def2-TZVPD RIJCOSX def2/J DEFGRID3
* xyz 1 1
C -4.275 -1.437 0.609
C -3.633 0.009 0.928
B -2.539 0.353 -0.203
O -3.048 0.640 -1.525
C -0.927 0.432 0.060
C -0.493 0.065 1.541
N 0.888 -0.496 1.669
C 1.992 0.453 1.324
C 2.604 1.199 2.618
C 2.193 2.749 2.543
F 3.124 3.420 1.710
C 0.920 -1.807 0.956
P 2.544 -2.772 1.317
C 2.586 -4.395 0.369
C 2.309 -3.283 3.146
C 0.546 -1.743 -0.582
C -0.557 -2.888 -0.850
O 1.682 -2.002 -1.473
N 1.253 -1.918 -2.777
O 1.469 -2.933 -3.344
C -0.128 -0.375 -1.070
H -3.693 -1.883 -0.249
H -4.211 -2.073 1.543
H -5.351 -1.258 0.323
H -3.207 0.088 1.975
H -4.436 0.813 0.842
H -2.988 -0.181 -2.057
H -0.661 1.535 -0.085
H -1.190 -0.751 1.920
H -0.563 0.975 2.203
H 1.007 -0.718 2.677
H 2.848 -0.001 0.755
H 1.599 1.298 0.670
H 2.163 0.822 3.588
H 3.721 1.075 2.688
H 2.127 3.230 3.559
H 1.144 2.809 2.101
H 0.110 -2.444 1.447
H 3.214 -4.246 -0.559
H 3.153 -5.144 1.015
H 1.584 -4.866 0.162
H 1.341 -3.880 3.234
H 2.161 -2.379 3.818
H 3.166 -3.938 3.472
H -1.407 -2.777 -0.098
H -1.026 -2.787 -1.869
H -0.140 -3.928 -0.752
H -0.816 -0.532 -1.956
H 0.702 0.302 -1.450
C -3.528 -1.293 4.713
C -2.133 -1.812 4.787
N -1.038 -2.209 4.826
H -3.831 -0.912 5.689
H -3.590 -0.488 3.982
H -4.207 -2.094 4.418
C 4.218 -0.078 -3.448
C 4.841 1.266 -3.616
N 5.325 2.313 -3.745
H 3.821 -0.424 -4.402
H 4.964 -0.790 -3.093
H 3.406 -0.021 -2.723
C -2.227 -0.298 -5.568
C -2.735 -1.075 -4.403
N -3.134 -1.685 -3.496
H -2.206 -0.932 -6.455
H -2.879 0.556 -5.755
H -1.219 0.061 -5.361
C 8.631 3.849 -4.292
C 9.930 3.196 -3.960
N 10.941 2.687 -3.702
H 8.500 4.744 -3.685
H 8.615 4.129 -5.346
H 7.808 3.161 -4.094
C -2.951 4.675 -1.497
C -3.368 4.041 -0.214
N -3.694 3.546 0.785
H -3.753 4.587 -2.230
H -2.730 5.730 -1.334
H -2.060 4.178 -1.882
C -6.347 2.016 3.199
C -6.562 0.560 2.958
N -6.744 -0.587 2.760
H -5.531 2.157 3.908
H -6.094 2.513 2.262
H -7.254 2.461 3.607
*
```

**HOMO level**: -11.55 eV
**E**: -2109.60479 hartree
**Orbital gap**: 8.5 eV

These are the Löwdin partial charges, in e, on atoms 1 to 2:
1 C -0.0832
2 C -0.1620

No. 7
This record from OMol25 describes a structure of composition C32H48BrCoN3O8S at a distorted geometry. The level of theory is ωB97M-V with the def2-TZVPD basis set.

```
! wB97M-V def2-TZVPD RIJCOSX def2/J DEFGRID3
* xyz 1 5
Co -0.582 -0.046 0.115
C -0.247 -4.580 -1.287
N 0.816 -3.903 -0.555
C 1.863 -4.775 -0.052
C 0.742 -2.591 -0.325
O -0.249 -1.930 -0.659
C 1.918 -1.920 0.385
O 1.896 -0.511 0.284
C 2.723 0.097 -0.677
C 1.891 0.566 -1.869
O 0.680 0.350 -1.861
N 2.524 1.190 -2.869
C 1.783 1.638 -4.042
C 3.944 1.492 -2.896
H 0.186 -5.115 -2.133
H -0.957 -3.846 -1.651
H -0.766 -5.290 -0.642
H 2.417 -5.222 -0.880
H 1.409 -5.577 0.532
H 2.555 -4.246 0.595
H 2.868 -2.309 0.015
H 1.818 -2.148 1.449
H 3.523 -0.575 -0.999
H 3.165 0.969 -0.191
H 0.744 1.346 -3.943
H 2.205 1.184 -4.940
H 1.848 2.724 -4.131
H 4.419 1.298 -1.938
H 4.079 2.547 -3.137
H 4.445 0.902 -3.666
C -5.652 5.854 0.478
C -4.141 6.130 0.410
C -3.697 6.732 1.746
C -3.851 7.144 -0.712
C -3.404 4.846 0.081
C -2.313 4.406 0.840
C -1.682 3.247 0.491
Br -0.142 2.668 1.428
C -2.105 2.421 -0.606
O -1.555 1.308 -0.812
C -3.186 2.922 -1.434
C -3.785 4.092 -1.049
C -3.651 2.145 -2.660
C -4.760 2.891 -3.404
C -2.473 1.957 -3.637
C -4.204 0.776 -2.216
H -6.177 6.769 0.749
H -5.874 5.095 1.230
H -6.047 5.514 -0.479
H -4.285 7.627 1.947
H -2.647 7.028 1.728
H -3.858 6.035 2.570
H -4.345 8.089 -0.486
H -4.218 6.787 -1.675
H -2.778 7.327 -0.799
H -1.952 4.956 1.696
H -4.606 4.459 -1.648
H -4.421 3.868 -3.756
H -5.647 3.023 -2.782
H -5.053 2.306 -4.275
H -2.045 2.925 -3.911
H -2.828 1.471 -4.548
H -1.698 1.337 -3.196
H -5.010 0.904 -1.492
H -3.429 0.168 -1.756
H -4.597 0.242 -3.083
C -5.482 -5.758 3.900
C -5.030 -4.454 3.310
C -3.909 -4.384 2.489
C -3.475 -3.174 1.971
C -4.186 -2.027 2.278
C -5.320 -2.067 3.082
C -5.737 -3.280 3.590
S -3.609 -0.451 1.746
O -2.532 -0.684 0.806
O -4.687 0.378 1.287
N -3.025 0.311 3.094
C -2.424 -0.389 4.245
C -0.894 -0.430 4.192
C -0.427 -1.151 2.924
O -0.435 -2.377 2.867
O -0.089 -0.366 1.966
H -4.827 -6.575 3.605
H -6.498 -5.992 3.580
H -5.490 -5.699 4.990
H -3.357 -5.287 2.266
H -2.587 -3.103 1.359
H -5.862 -1.153 3.291
H -6.618 -3.327 4.218
H -3.685 1.039 3.333
H -2.811 -1.406 4.326
H -2.730 0.156 5.137
H -0.527 -0.970 5.065
H -0.501 0.585 4.189
*
```

**HOMO level (spin up / spin down)**: -10.96 / -11.14 eV
**E**: -6369.18825 hartree
**Orbital gap (spin up / spin down)**: 9.3 / 6.4 eV
**Relative energy (zero: lowest compared OMol25 entry of this formula, charge and spin)**: 5.2 kcal per mole
**<S²>**: 6.035

These are the Löwdin partial charges, in e, on atoms 1 to 2:
1 Co 0.7620
2 C -0.0082